# 1
The following is a quantum chemistry calculation of C33H65Br19FNO2Sb as an isolated structure at a distorted geometry, from the OMol25 dataset.

net charge: -1
HOMO level: -4.2 eV
frontier orbital gap: 5.85 eV
electronic energy: -50747.8081 Eh

Cartesian coordinates (Å):
C -0.188 0.657 3.425
C 0.201 -0.307 2.780
Sb 0.641 -2.065 1.476
C -1.490 -2.683 1.517
N -2.328 -2.073 0.441
C 1.053 -3.284 3.298
C 2.377 -2.748 4.004
C 3.678 -3.228 3.256
Br 5.072 -1.798 3.455
C 0.390 -0.739 -0.274
C 1.787 -0.052 -0.564
C 1.667 1.312 -1.403
C 2.764 2.316 -0.803
C 3.462 3.213 -1.898
C 2.491 4.256 -2.598
O 1.833 5.104 -1.648
C 0.492 4.682 -1.362
C 1.280 -3.834 0.253
C 0.649 -3.944 -1.146
O 1.283 -3.573 -2.100
F -0.625 -4.498 -1.375
H -0.490 1.687 3.699
H 2.343 -1.586 1.532
H -1.881 -2.386 2.536
H -1.534 -3.807 1.423
H -3.220 -2.593 0.476
H -1.901 -2.381 -0.443
H 0.195 -3.243 4.016
H 1.222 -4.370 3.023
H 2.377 -3.152 5.056
H 2.385 -1.627 4.074
H 3.508 -3.338 2.153
H 4.087 -4.173 3.714
H -0.300 0.097 0.056
H -0.096 -1.202 -1.173
H 2.553 -0.751 -0.995
H 2.178 0.272 0.450
H 0.629 1.746 -1.307
H 1.902 1.076 -2.484
H 2.255 2.928 -0.004
H 3.564 1.708 -0.305
H 3.924 2.531 -2.659
H 4.265 3.833 -1.401
H 3.165 4.934 -3.208
H 1.795 3.768 -3.335
H 0.090 3.915 -2.069
H 0.509 4.199 -0.339
H -0.223 5.550 -1.263
H 0.979 -4.766 0.824
H 2.396 -3.831 0.162
Br 6.285 -0.361 0.027
C 7.871 -1.443 -0.297
C 7.497 -2.822 -0.778
Br 6.873 -3.943 0.689
H 8.447 -1.451 0.626
H 8.429 -0.907 -1.065
H 8.368 -3.341 -1.178
H 6.709 -2.814 -1.529
Br 1.610 10.152 -1.691
C 0.895 8.566 -2.571
C -0.612 8.577 -2.580
Br -1.332 8.094 -0.837
H 1.316 7.701 -2.059
H 1.285 8.606 -3.588
H -0.996 7.821 -3.265
H -1.035 9.545 -2.841
Br -2.410 0.684 4.658
C -3.273 -0.305 6.103
C -2.313 -1.280 6.732
Br -2.069 -2.850 5.607
H -4.157 -0.782 5.684
H -3.582 0.450 6.827
H -2.710 -1.662 7.672
H -1.325 -0.857 6.905
Br 3.175 -7.794 -3.807
C 2.983 -5.865 -4.015
C 4.326 -5.183 -4.059
Br 5.107 -5.044 -2.280
H 2.352 -5.517 -3.199
H 2.454 -5.732 -4.959
H 4.221 -4.154 -4.404
H 5.051 -5.698 -4.685
Br -0.394 -6.976 5.001
C 0.566 -8.545 4.364
C 2.004 -8.219 4.048
Br 2.161 -7.273 2.352
H 0.015 -8.928 3.507
H 0.507 -9.265 5.180
H 2.585 -9.132 3.918
H 2.477 -7.595 4.804
Br -5.458 0.448 -0.452
C -5.030 0.205 -2.334
C -3.567 -0.102 -2.520
Br -2.475 1.496 -2.342
H -5.353 1.105 -2.853
H -5.641 -0.637 -2.660
H -3.376 -0.464 -3.531
H -3.186 -0.827 -1.801
Br -8.549 -2.630 0.331
C -7.687 -2.955 -1.385
C -6.862 -4.216 -1.354
Br -5.180 -3.939 -0.414
H -7.104 -2.066 -1.619
H -8.504 -3.048 -2.100
H -6.577 -4.513 -2.364
H -7.366 -5.047 -0.866
Br -1.745 7.731 3.195
C -2.692 9.303 2.543
C -4.114 9.334 3.041
Br -5.238 8.087 2.053
H -2.618 9.291 1.458
H -2.132 10.154 2.932
H -4.559 10.314 2.871
H -4.205 9.077 4.094
Br -4.236 5.671 -3.958
C -3.358 5.315 -5.660
C -2.558 4.039 -5.608
Br -0.885 4.293 -4.647
H -2.756 6.190 -5.895
H -4.168 5.230 -6.385
H -2.265 3.729 -6.611
H -3.082 3.220 -5.118

Löwdin atomic charge list, values in e, 8 entries: number 1, C, carries -0.297; number 2, C, carries -0.267; number 3, Sb, carries 1.265; number 4, C, carries -0.392; number 5, N, carries -0.082; number 6, C, carries -0.347; number 7, C, carries -0.382; number 8, C, carries -0.588

# 2
The following is a quantum chemistry calculation of C32H45AgIN5O2Si as an isolated structure, from the OMol25 dataset.

energy above the lowest of the compared OMol25 structures with the same formula, charge and spin: 0.020 eV
net charge: 0
HOMO level: -6.3 eV
frontier orbital gap: 6.35 eV
electronic energy: -2404.8472 Eh

Cartesian coordinates (Å):
Ag 0.748 -0.872 0.765
N 3.178 -0.129 1.416
C 4.006 -0.760 2.446
C 3.580 -2.211 2.647
C 2.205 -2.324 3.317
C 1.309 -3.405 2.732
N 1.007 -3.105 1.322
H 3.588 -0.229 0.495
H 3.032 0.859 1.578
H 3.876 -0.213 3.383
H 5.072 -0.717 2.200
H 4.334 -2.739 3.237
H 3.575 -2.689 1.661
H 1.675 -1.372 3.212
H 2.329 -2.501 4.388
H 0.364 -3.424 3.278
H 1.768 -4.393 2.844
H 0.216 -3.650 0.997
H 1.783 -3.339 0.714
C -1.733 -0.831 2.760
Si -1.291 0.961 2.369
C -2.946 1.853 2.228
C -0.384 1.608 3.892
N -0.316 1.013 0.957
C 0.073 2.170 0.343
C -0.309 3.459 0.786
C 0.028 4.627 0.125
C 0.783 4.588 -1.036
C 1.212 3.350 -1.494
C 0.897 2.188 -0.811
O 1.325 0.950 -1.296
C 2.459 0.902 -2.065
C 3.686 1.353 -1.591
C 4.820 1.188 -2.372
C 4.736 0.590 -3.624
C 3.502 0.170 -4.098
C 2.362 0.329 -3.323
H -2.411 -0.862 3.618
H -0.851 -1.423 3.011
H -2.234 -1.312 1.917
H -3.621 1.504 3.015
H -3.407 1.623 1.266
H -2.876 2.938 2.314
H -1.016 1.576 4.784
H -0.046 2.638 3.759
H 0.500 0.995 4.089
H -0.896 3.534 1.690
H -0.308 5.576 0.528
H 1.042 5.491 -1.572
H 1.810 3.281 -2.394
H 3.739 1.849 -0.630
H 5.776 1.536 -2.001
H 5.625 0.461 -4.227
H 3.425 -0.291 -5.074
H 1.390 0.002 -3.671
I 4.007 -3.785 -4.794
C 2.743 -3.116 -3.318
C 1.371 -3.014 -3.374
N 0.981 -2.508 -2.192
N 2.012 -2.261 -1.374
C 3.091 -2.631 -2.047
H 0.669 -3.271 -4.149
H 0.035 -2.302 -1.880
H 4.074 -2.524 -1.617
C -5.529 2.896 -1.154
C -4.804 1.584 -1.064
C -3.585 1.397 -1.697
C -2.876 0.207 -1.590
C -1.574 0.083 -2.320
C -3.410 -0.826 -0.795
C -2.703 -2.090 -0.593
O -1.628 -2.416 -1.066
C -4.651 -0.652 -0.143
C -5.267 -1.707 0.744
C -5.329 0.543 -0.303
H -5.093 3.537 -1.918
H -5.470 3.422 -0.199
H -6.585 2.748 -1.383
H -3.161 2.202 -2.287
H -1.364 1.000 -2.869
H -1.591 -0.756 -3.019
H -0.757 -0.087 -1.619
H -3.208 -2.803 0.076
H -4.646 -1.905 1.620
H -5.421 -2.653 0.224
H -6.238 -1.365 1.098
H -6.280 0.682 0.200

Löwdin atomic charge list, values in e, 8 entries: number 1, Ag, carries 0.757; number 2, N, carries -0.005; number 3, C, carries -0.270; number 4, C, carries -0.203; number 5, C, carries -0.218; number 6, C, carries -0.268; number 7, N, carries -0.042; number 8, H, carries 0.050

# 3
The following is a quantum chemistry calculation of C12H20ClN4Pd as an isolated structure at a distorted geometry, from the OMol25 dataset.

energy above the lowest of the compared OMol25 structures with the same formula, charge and spin: 1.137 eV
net charge: +1
HOMO level (alpha / beta): -10.9 / -10.9 eV
frontier orbital gap (alpha / beta): 7.12 / 7.14 eV
electronic energy: -1276.0918 Eh

Cartesian coordinates (Å):
Pd 0.399 0.939 -1.163
C 2.056 -1.472 -0.800
C 0.868 -2.347 -1.232
N -0.215 -1.527 -1.787
C -1.564 -1.808 -1.303
C -2.002 -0.962 -0.117
C -3.132 -1.324 0.612
C -3.503 -0.558 1.705
C -2.715 0.528 2.057
C -1.606 0.837 1.278
C -0.729 2.024 1.650
N 0.585 2.035 1.014
C 1.660 1.337 1.726
C 2.479 0.444 0.777
N 1.559 -0.479 0.135
N -1.295 0.118 0.203
H 2.485 -0.959 -1.672
H 2.830 -2.114 -0.356
H 0.495 -2.878 -0.352
H 1.221 -3.095 -1.950
H -0.200 -1.601 -2.798
H -1.677 -2.863 -1.013
H -2.279 -1.617 -2.113
H -3.718 -2.184 0.327
H -4.376 -0.815 2.287
H -2.965 1.124 2.920
H -0.640 2.039 2.746
H -1.272 2.928 1.349
H 0.867 2.990 0.813
H 1.214 0.697 2.492
H 2.335 2.044 2.221
H 3.255 -0.077 1.360
H 2.971 1.058 0.007
H 0.976 -0.930 0.841
Cl 0.646 1.028 -3.708
C 1.411 2.182 -2.617
H 1.083 3.190 -2.864
H 2.494 2.069 -2.674

natural (NBO) atomic charge list, values in e, 8 entries: number 1, Pd, carries 0.759; number 2, C, carries -0.220; number 3, C, carries -0.229; number 4, N, carries -0.663; number 5, C, carries -0.258; number 6, C, carries 0.223; number 7, C, carries -0.242; number 8, C, carries -0.128

Q: electronic energy of number 2 (C32H45AgIN5O2Si)?
A: -2404.8472 Eh